No. 1
Molecular formula: C37H44AsN4O10S3TeV
Method: DFT, ωB97M-V/def2-TZVPD

The expectation value of S² is 0.772. The HOMO-LUMO gap (alpha / beta) is 7.61 / 7.79 eV. The spin multiplicity is 2. The calculation puts the largest force on an atom at 4.24 eV/A. As for the total charge: +1. The calculation puts the total energy at -191837.9561 eV. The HOMO energy (alpha / beta) comes out at -11.23 / -11.24 eV. Its LUMO energy (alpha / beta) is -3.61 / -3.45 eV. For the energy relative to the best compared isomer or geometry (same formula, charge and spin), the calculation gives 305.63 kJ/mol.

```
101
Properties=species:S:1:pos:R:3:lowdin_charge:R:1
Te -1.2634 1.1702 0.4434 2.038
As 0.1237 -1.5478 1.6027 0.982
V 0.5185 -0.5401 -1.3424 0.817
S -3.1039 -2.5934 -2.5576 1.183
S 2.9693 -1.5469 -0.1650 0.607
S 0.6902 -2.2493 -3.2183 0.577
O 2.1987 -0.6968 -1.2130 -0.392
O 1.0298 -1.2519 3.0776 -0.204
O -0.1189 -3.0669 -4.0636 -0.233
O 4.2712 -1.8090 -0.6804 -0.218
O 0.2795 -0.1125 0.6303 -0.693
O 0.6785 -2.6624 -1.8012 -0.346
O 2.8289 -0.8317 1.0719 -0.263
O -1.4053 -1.6166 2.1533 -0.411
O 0.2249 -0.8111 -3.1888 -0.354
O -1.4648 2.4903 -2.2030 -0.034
N 0.1479 1.1005 -1.4693 -0.207
N -1.5446 -2.2762 -0.5906 -0.022
N -2.7427 0.0613 -2.9068 0.178
N -1.5873 -1.0541 -1.1943 -0.184
C -2.2173 1.2301 2.3758 -0.306
C 2.1087 2.1163 0.9601 -0.042
C 1.1101 3.2350 0.9426 -0.279
C 4.3638 -3.5048 -4.0703 -0.018
C -2.3992 -1.0418 -2.2555 -0.657
C 2.8371 -4.2717 -0.1254 -0.028
C 2.1790 -3.1005 0.1986 -0.275
C -2.3480 -4.5961 -0.6859 -0.210
C 6.5414 -2.3903 -4.6302 -0.034
C 3.0164 -3.4676 -3.7675 -0.045
C 0.8154 3.1115 -2.6653 0.034
C -4.1153 0.0795 1.1119 -0.079
C 2.3250 -5.4792 0.3266 -0.028
C 1.3349 7.0238 1.1883 -0.035
C 0.5151 -4.3342 1.4267 -0.070
C -4.0046 2.0671 4.3512 -0.248
C 3.0437 -1.0610 -4.0070 -0.046
C 2.3679 -2.2402 -3.7393 -0.279
C -1.1429 4.1629 0.8044 -0.270
C -0.6011 5.4363 0.9293 -0.002
C -3.5897 0.9182 2.2584 -0.307
C 1.0262 -3.1293 0.9776 -0.242
C 5.0706 -2.3329 -4.3389 -0.248
C 1.5913 4.5304 1.0630 -0.003
C 4.3937 -1.1169 -4.3080 -0.010
C 1.1712 -5.5127 1.0978 -0.040
C -3.3048 -4.6862 0.5122 -0.072
C -4.4570 1.3511 3.2446 -0.003
C -0.2546 2.2161 -2.1124 -0.614
C 0.7619 5.6424 1.0569 -0.249
C -1.7338 1.8673 3.5216 -0.267
C -2.6424 2.2821 4.4891 0.001
C -0.2585 2.0735 3.7451 -0.031
C -4.9783 2.5392 5.3928 -0.037
C -2.6474 4.0684 0.6632 -0.042
C -2.2313 -3.1906 -1.1589 -0.559
C -0.2785 3.0440 0.8240 -0.271
H -2.7135 -5.2243 -1.4987 0.114
H 0.4025 -1.0633 3.7872 0.060
H 2.4497 -4.3680 -3.5613 0.127
H 0.5906 7.7802 0.9461 0.080
H -0.3853 -4.3236 2.0304 0.118
H -5.9051 2.8746 4.9289 0.083
H 0.0106 3.1279 3.6633 0.097
H -3.1390 4.2504 1.6201 0.099
H 2.1948 7.1535 0.5313 0.086
H -1.2710 6.2889 0.9176 0.128
H -4.5648 3.3521 5.9868 0.081
H 2.1102 1.5667 0.0213 0.053
H -2.3040 0.9577 -2.6687 0.069
H 1.6769 7.2000 2.2098 0.091
H -3.0069 4.8008 -0.0582 0.097
H -4.3075 -4.3687 0.2249 0.079
H 0.0158 1.7387 4.7468 0.098
H 4.9279 -0.1996 -4.5199 0.123
H 2.5112 -0.1201 -3.9814 0.116
H -5.5164 1.1400 3.1483 0.126
H 0.7804 -6.4603 1.4430 0.119
H -1.3555 -4.9409 -0.3999 0.099
H -2.9561 -4.0501 1.3265 0.068
H 4.8751 -4.4591 -4.0977 0.124
H -3.2472 -0.0116 -3.7736 0.125
H -4.1591 0.6506 0.1792 0.067
H -3.4694 -0.7932 0.9898 0.049
H -5.2244 1.7156 6.0663 0.092
H 6.8760 -1.5008 -5.1606 0.082
H 2.8372 -6.4003 0.0839 0.119
H -3.3590 -5.7168 0.8612 0.080
H 1.0840 2.7552 -3.6619 0.097
H 1.9164 1.3972 1.7542 0.062
H 3.1133 2.5048 1.1193 0.098
H -2.9549 3.0935 0.3026 0.024
H 1.7007 3.0578 -2.0330 0.084
H 7.0970 -2.4531 -3.6920 0.093
H 6.7905 -3.2689 -5.2235 0.085
H 2.6608 4.6731 1.1711 0.127
H 0.4488 4.1332 -2.7273 0.097
H -2.2685 2.7971 5.3676 0.129
H 0.3201 1.5001 3.0258 0.037
H -5.1222 -0.2657 1.3401 0.088
H 3.7406 -4.2168 -0.7174 0.121
```

No. 2
Molecular formula: C33H50AsN2OP2Pt
Method: DFT, ωB97M-V/def2-TZVPD

The HOMO-LUMO gap is 6.13 eV. The spin multiplicity is 1. The calculation puts the largest force on an atom at 0.70 eV/A. As for the total charge: -1. The calculation puts the total energy at -122724.5031 eV. The HOMO energy comes out at -3.48 eV. Its LUMO energy is 2.65 eV. For the energy relative to the best compared isomer or geometry (same formula, charge and spin), the calculation gives 19.18 kJ/mol.

```
90
Properties=species:S:1:pos:R:3:lowdin_charge:R:1
Pt -0.0098 0.0984 -0.2822 0.750
As -0.0659 0.1413 3.7477 0.944
P -2.0669 -1.0098 0.0095 0.930
P 1.8960 1.0037 -0.8420 0.735
O -1.4434 0.8697 3.2308 -0.511
N 0.4387 -1.7327 -1.1070 -0.142
N 0.9340 1.9807 0.3196 -0.262
C -0.3562 3.7209 1.3506 -0.055
C -2.9139 -1.0545 -1.6478 -0.528
C -0.1240 -2.8498 -0.5467 -0.325
C -2.0961 4.9408 0.2006 -0.140
C 2.7662 -2.7297 -3.8232 -0.119
C 2.3311 -0.5416 -2.0866 -0.213
C -1.3706 -5.0416 0.7647 -0.127
C 3.3082 -0.6991 0.8765 -0.118
C 2.5896 3.6689 -1.5148 -0.105
C -1.3485 4.6860 1.3459 -0.115
C 1.5369 1.1738 3.5180 -0.218
C 3.3613 -0.5619 -3.0235 -0.136
C -0.0687 2.9385 0.2146 -0.433
C -3.8238 0.7151 1.1468 -0.133
C -1.9964 -3.8016 0.6954 -0.111
C 2.4419 2.2627 -2.0959 -0.494
C 3.6008 -1.6280 -3.8879 -0.124
C -0.1854 -0.2068 5.6489 -0.228
C 0.2935 -1.5801 2.9614 -0.216
C 3.3352 0.7166 0.2980 -0.489
C -1.4011 -2.7101 0.0806 -0.313
C 1.6230 2.2700 -3.3904 -0.103
C 0.5033 -4.1113 -0.4443 -0.047
C -0.8294 3.2264 -0.9366 -0.106
C -0.1090 -5.1722 0.1986 -0.114
C -4.2093 -1.8559 -1.7211 -0.119
C 4.7222 1.0049 -0.2778 -0.109
C -3.0808 0.3344 -2.2623 -0.124
C -4.4260 -1.6766 1.7001 -0.114
C 1.7369 -2.7648 -2.8965 -0.060
C 1.5109 -1.7029 -2.0036 -0.295
C -1.8177 4.1962 -0.9398 -0.117
C -3.2872 -0.7074 1.3639 -0.526
H -5.1775 -1.1448 2.2913 0.073
H 3.6492 -1.4251 0.1353 0.077
H 2.8995 -3.5627 -4.5047 0.090
H -4.6194 0.7283 0.3967 0.064
H 0.1985 -1.4804 1.8779 -0.023
H -1.5474 5.2426 2.2554 0.090
H 5.4664 0.9174 0.5197 0.075
H -2.1517 -1.5834 -2.2314 0.100
H 0.4175 -6.1182 0.2657 0.093
H -1.8512 -5.8760 1.2591 0.084
H 4.0109 0.3001 -3.1222 0.082
H 1.0693 -3.6151 -2.8834 0.096
H -0.6648 2.6331 -1.8245 0.063
H 0.2053 3.5163 2.2535 0.086
H -5.0249 -1.3347 -1.2156 0.064
H -0.4425 -2.3001 3.3177 0.039
H -0.3864 0.7443 6.1396 0.028
H 3.1720 3.6674 -0.5913 0.069
H 1.2910 1.2688 -3.6690 0.067
H 1.6219 4.1111 -1.2877 0.059
H 3.4426 1.9191 -2.3545 0.061
H -2.3903 4.3589 -1.8474 0.092
H -2.8802 5.6875 0.2004 0.079
H 1.6091 1.4072 2.4506 -0.014
H 1.4280 2.1034 4.0758 0.034
H 1.2992 -1.9129 3.2180 0.038
H -2.1426 0.8868 -2.2228 0.037
H -4.9294 -2.0823 0.8239 0.049
H -2.6204 -0.6312 2.2289 0.055
H -4.2350 1.0930 2.0850 0.078
H 3.9718 -0.7614 1.7454 0.074
H 2.4039 0.6170 3.8714 0.035
H 4.8082 2.0092 -0.6941 0.060
H -3.3936 0.2463 -3.3075 0.073
H 0.7508 2.9139 -3.2970 0.055
H -1.0270 -0.8771 5.8161 0.028
H 4.9852 0.2819 -1.0513 0.064
H 2.3020 -0.9881 1.1807 0.031
H -3.0309 1.4006 0.8394 0.059
H 3.0975 4.3153 -2.2386 0.075
H -4.0998 -2.8474 -1.2761 0.066
H 3.1533 1.4299 1.1038 0.078
H 2.2277 2.6625 -4.2136 0.076
H -2.9745 -3.6882 1.1404 0.072
H -4.0820 -2.5126 2.3083 0.055
H 4.4064 -1.5796 -4.6109 0.085
H -3.8345 0.9224 -1.7365 0.063
H 1.4982 -4.2362 -0.8458 0.096
H 0.7269 -0.6489 6.0496 0.028
H -4.5061 -1.9886 -2.7659 0.072
```

No. 3
Molecular formula: C5H10NS
Method: DFT, ωB97M-V/def2-TZVPD

The HOMO-LUMO gap (alpha / beta) is 7.64 / 7.86 eV. The spin multiplicity is 1. The calculation puts the largest force on an atom at 3.41 eV/A. As for the total charge: +1. The calculation puts the total energy at -17661.5702 eV. The HOMO energy (alpha / beta) comes out at -12.30 / -12.35 eV. Its LUMO energy (alpha / beta) is -4.66 / -4.49 eV. For the energy relative to the best compared isomer or geometry (same formula, charge and spin), the calculation gives 458.51 kJ/mol.

```
17
Properties=species:S:1:pos:R:3:lowdin_charge:R:1
S 1.0630 -1.8170 1.8485 1.084
N 0.3425 1.0501 0.1745 0.025
C -0.9511 1.7594 -0.0410 -0.015
C 1.6772 -1.1546 0.3796 -0.332
C -0.3241 -1.0022 1.3324 -0.386
C 0.3014 -0.5049 0.0512 -0.613
C -0.2932 -1.0916 -1.2178 0.005
H -0.8944 -0.3077 -1.6901 0.076
H 2.3777 -1.7936 -0.1908 0.075
H -0.9260 -1.9264 -1.0898 0.089
H 0.8019 1.2663 1.0970 0.192
H -1.0744 1.6027 -1.1790 0.124
H 0.6651 -1.3535 -1.7919 0.122
H -0.9652 2.8636 0.3175 0.143
H -1.0669 -0.3858 1.9969 0.114
H -1.7706 1.3533 0.5391 0.089
H 1.0372 1.4417 -0.5363 0.209
```

No. 4
Molecular formula: C26H33N5O5
Method: DFT, ωB97M-V/def2-TZVPD

The HOMO-LUMO gap is 7.74 eV. The spin multiplicity is 1. The calculation puts the largest force on an atom at 1.07 eV/A. As for the SMILES: CCN(CC)CCCNC(=O)CNC(=O)c1nn(-c2ccc(OC)c(OC)c2)c(=O)c2ccccc12. The calculation puts the total energy at -45185.9464 eV. The HOMO energy comes out at -7.59 eV. Its LUMO energy is 0.16 eV. For the energy relative to the best compared isomer or geometry (same formula, charge and spin), the calculation gives 88.75 kJ/mol.

```
69
Properties=species:S:1:pos:R:3:lowdin_charge:R:1
O -1.3994 -2.2781 -5.7636 0.080
O 4.5379 -3.1444 -3.8598 -0.064
O 0.8293 -0.4566 0.8379 0.045
O -3.2594 0.9534 -0.6202 0.059
O 3.2675 -2.9631 -1.6113 -0.060
N -1.0039 0.8439 -0.6028 0.071
N -0.9625 -0.6198 -2.7130 0.156
N -0.7086 -1.3069 -3.8160 0.024
N -0.1380 2.2556 4.8978 -0.233
N 0.2204 0.5268 2.7829 0.070
C -1.4270 1.9168 5.4871 -0.254
C -3.2339 -0.2707 -3.3619 -0.079
C -1.6613 -1.5930 -4.7942 -0.342
C -2.2158 0.6016 -1.1427 -0.414
C -0.8381 1.2741 0.7571 -0.075
C -4.5120 0.2646 -3.1603 -0.002
C 2.6103 -2.3319 -5.1106 -0.007
C -5.2485 -0.6811 -5.2497 -0.063
C -2.9800 -1.0122 -4.5320 -0.060
C -3.9981 -1.2124 -5.4666 -0.004
C -2.1271 -0.1153 -2.4549 -0.098
C 1.1122 4.0367 3.7026 -0.074
C 0.9916 1.5661 5.5193 -0.189
C 5.2753 -3.2787 -5.0485 -0.086
C 2.6080 -2.9591 -0.3634 -0.070
C -5.5010 0.0579 -4.0947 -0.059
C 1.9099 0.8692 4.5043 -0.156
C 0.6242 -1.7919 -3.8932 -0.176
C 1.2591 -2.1459 -2.7010 0.060
C -1.6621 2.4182 6.9149 -0.078
C 1.1632 -0.1494 3.6449 -0.164
C 1.2983 -1.8787 -5.0955 -0.013
C 2.5662 -2.5927 -2.7096 -0.193
C 0.0521 3.6905 4.7428 -0.251
C 0.1639 0.3523 1.4598 -0.459
C 3.2577 -2.6908 -3.9418 -0.200
H 0.6075 0.7993 6.1971 0.118
H -1.8128 1.2473 1.2532 0.128
H -0.2089 0.3672 -1.0154 0.118
H 3.1189 -2.3959 -6.0586 0.105
H 6.2495 -3.6610 -4.7474 0.093
H -2.6224 2.0571 7.2732 0.074
H -0.9042 4.1085 4.4172 0.120
H -1.5200 0.8273 5.4672 0.115
H 2.2468 -1.9649 -0.0903 0.065
H 1.8547 -0.7092 3.0103 0.119
H 0.8181 -1.6058 -6.0190 0.110
H 1.7684 -3.6615 -0.3581 0.101
H -3.7699 -1.7888 -6.3504 0.119
H -6.4851 0.4723 -3.9316 0.106
H -0.2699 1.2859 3.2542 0.105
H 5.4058 -2.3159 -5.5540 0.096
H -4.7035 0.8286 -2.2622 0.103
H -2.2043 2.3263 4.8341 0.116
H 0.9288 3.4985 2.7762 0.064
H 2.1093 3.7952 4.0598 0.066
H 2.3797 1.5994 3.8474 0.100
H -0.4561 2.3031 0.7905 0.128
H 0.7127 -2.0547 -1.7770 0.104
H 0.6273 -0.8595 4.2859 0.123
H -6.0356 -0.8349 -5.9730 0.105
H 2.6978 0.3566 5.0587 0.114
H 0.3245 4.1707 5.6969 0.116
H 1.0784 5.1038 3.4963 0.075
H -1.6713 3.5047 6.9485 0.066
H 1.5915 2.2640 6.1193 0.123
H -0.8863 2.0569 7.5862 0.069
H 3.3547 -3.2872 0.3578 0.094
H 4.8055 -3.9886 -5.7373 0.097
```